# 1
19
Properties=species:S:1:pos:R:3 method="wB97M-V/def2-TZVPD" homo_lumo_gap_ha="0.2707 / 0.2707" lumo_ev="0.52 / 0.52" spin_multiplicity=1 relative_energy_ev=5.265 total_energy_ev=-9469.871
C -1.940 1.420 -0.414
C -1.713 -0.011 -0.878
C -0.298 0.006 -0.449
O -0.170 0.959 1.407
C 0.414 -1.199 0.105
C 1.930 -1.067 0.152
O 2.315 0.028 0.966
H -2.825 1.557 0.208
H -0.828 1.523 0.804
H -1.862 2.155 -1.216
H -1.844 -0.252 -1.948
H -2.279 -0.747 -0.296
H 0.324 0.690 -1.025
H 0.723 1.342 1.402
H 0.184 -2.029 -0.584
H 0.003 -1.474 1.078
H 2.304 -0.928 -0.876
H 2.358 -2.005 0.535
H 3.279 0.050 1.000

---

# 2
42
Properties=species:S:1:pos:R:3 method="wB97M-V/def2-TZVPD" homo_lumo_gap_ha=0.3757 lumo_ev=0.03 smiles="O=C(O[C@@H](COCOCCO)S(=O)(=O)C(F)(F)F)C(F)(F)F.O=C1OCCO1" spin_multiplicity=1 total_energy_ev=-59245.776
O 3.601 0.475 2.010
C 3.365 -0.533 1.497
O 3.992 -0.898 0.323
C 3.432 -0.300 -0.844
C 1.889 -0.074 -0.763
O 1.463 0.088 -2.108
C 0.163 0.638 -2.159
O -0.827 -0.197 -1.599
C -1.424 0.390 -0.419
C -2.371 1.577 -0.742
O -1.822 2.852 -0.382
S 4.288 1.242 -1.402
O 3.400 2.260 -1.891
O 5.178 0.852 -2.464
C 5.357 2.031 -0.098
F 4.706 2.900 0.651
F 6.040 1.158 0.627
F 6.265 2.744 -0.763
C 2.343 -1.472 2.239
F 2.592 -2.763 2.067
F 1.080 -1.161 1.981
F 2.513 -1.235 3.547
H 3.569 -1.030 -1.663
H 1.445 -1.028 -0.417
H 1.642 0.797 -0.125
H -0.074 0.752 -3.236
H 0.162 1.670 -1.739
H -0.590 0.654 0.259
H -2.018 -0.412 0.051
H -2.482 1.608 -1.844
H -3.358 1.473 -0.251
H -1.953 3.002 0.565
O -3.506 -0.036 2.055
C -4.241 -0.822 1.546
O -5.584 -0.659 1.434
C -6.072 -1.689 0.574
C -5.018 -2.757 0.705
O -3.843 -2.002 1.001
H -7.056 -2.027 0.893
H -6.146 -1.294 -0.442
H -5.215 -3.442 1.532
H -4.888 -3.334 -0.209

---

# 3
14
Properties=species:S:1:pos:R:3 method="wB97M-V/def2-TZVPD" homo_lumo_gap_ha=0.3763 lumo_ev=0.91 smiles="C[C@H]1CCC1=O" spin_multiplicity=1 relative_energy_ev=1.693 total_energy_ev=-7360.563
C -1.962 0.220 -0.240
C -0.717 -0.291 0.468
C 0.154 -1.506 -0.036
C 1.520 -0.587 -0.193
C 0.543 0.595 0.068
O 0.749 1.761 0.008
H -1.758 0.475 -1.384
H -2.186 1.102 0.388
H -2.899 -0.425 -0.336
H -0.846 -0.433 1.603
H 0.286 -2.326 0.696
H -0.088 -2.011 -0.967
H 2.259 -0.540 0.692
H 2.008 -0.523 -1.159

---

# 4
12
Properties=species:S:1:pos:R:3 method="wB97M-V/def2-TZVPD" homo_lumo_gap_ha=0.3333 lumo_ev=-1.50 spin_multiplicity=1 relative_energy_ev=4.416 total_energy_ev=-23324.887
C -0.542 -0.348 -0.264
C 0.569 0.796 -0.200
C 1.795 0.261 0.393
H -2.167 -1.185 0.658
H -2.047 1.170 -0.251
H 1.502 -0.343 1.204
H 2.507 1.040 0.559
N -1.602 -0.118 -1.021
O -2.660 -0.905 -0.449
O -0.331 -1.323 0.498
O 0.421 1.980 -0.399
Cl 2.555 -1.026 -0.728

---

# 5
10
Properties=species:S:1:pos:R:3 method="wB97M-V/def2-TZVPD" homo_lumo_gap_ha=0.3603 lumo_ev=0.55 smiles="C=CO.O" spin_multiplicity=1 relative_energy_ev=1.398 total_energy_ev=-6264.857
C -1.438 -0.234 -0.624
C -1.257 0.161 0.606
O -0.199 0.961 0.974
H -2.310 -0.917 -0.902
H -0.721 -0.013 -1.409
H -1.780 -0.350 1.470
H 0.459 0.530 0.460
O 2.197 -0.156 0.093
H 2.355 0.783 -0.246
H 2.694 -0.766 -0.423

---

# 6
47
Properties=species:S:1:pos:R:3 method="wB97M-V/def2-TZVPD" homo_lumo_gap_ha=0.1808 lumo_ev=-2.99 spin_multiplicity=1 relative_energy_ev=3.800 total_energy_ev=-73634.497
Mg -2.672 -20.582 2.757
C -6.430 -16.577 1.549
F -6.979 -15.842 2.499
F -5.232 -16.947 1.939
F -7.198 -17.578 1.435
S -6.308 -15.429 -0.054
O -7.648 -14.895 -0.314
O -5.337 -14.431 0.256
N -5.586 -16.391 -1.319
S -6.877 -16.729 -2.200
O -6.540 -17.813 -3.116
O -8.089 -17.076 -1.454
C -7.117 -15.150 -3.326
F -6.562 -14.051 -2.853
F -6.665 -15.435 -4.595
F -8.438 -14.841 -3.482
F -3.334 -19.103 1.698
C -2.186 -15.728 0.988
O -2.785 -16.859 0.258
H -1.168 -15.418 0.748
H -2.861 -14.889 0.817
H -2.153 -15.914 2.061
H -2.694 -17.558 0.910
C -5.624 -20.728 3.456
O -4.574 -21.385 2.822
H -6.373 -20.272 2.809
H -6.150 -21.505 4.011
H -5.237 -19.985 4.153
H -4.931 -22.093 2.279
C 0.476 -20.452 2.606
O -0.766 -20.135 2.159
H 1.157 -20.674 1.785
H 0.950 -19.605 3.101
H 0.447 -21.327 3.256
H -0.635 -19.378 1.583
C -5.522 -19.868 -0.761
O -4.514 -18.849 -0.669
H -6.467 -19.526 -0.339
H -5.623 -20.161 -1.806
H -5.247 -20.736 -0.162
H -4.071 -18.995 0.170
C -1.968 -22.185 0.265
O -2.337 -22.303 1.620
H -1.880 -21.116 0.068
H -0.977 -22.631 0.187
H -2.630 -22.674 -0.449
H -2.512 -23.244 1.700

---

# 7
44
Properties=species:S:1:pos:R:3 method="wB97M-V/def2-TZVPD" total_charge=+3 homo_lumo_gap_ha="0.2484 / 0.2219" lumo_ev="-11.94 / -12.65" spin_multiplicity=4 relative_energy_ev=0.000 total_energy_ev=-104505.590 s_squared=3.7905
Tc 0.025 1.283 -0.244
O 3.194 -1.209 4.051
C 3.634 -1.533 2.845
O 4.536 -2.284 2.650
C 2.948 -0.909 1.645
C 3.332 -1.158 0.294
Cl 4.518 -2.153 -0.300
N 2.523 -0.431 -0.513
N 1.651 0.250 0.244
C 1.897 -0.024 1.534
C 0.954 0.706 2.423
O 0.928 0.740 3.598
O 0.021 1.418 1.637
C 2.438 -0.123 -1.906
C 1.154 0.173 -2.399
C 0.996 0.594 -3.721
C 2.113 0.713 -4.536
C 3.373 0.411 -4.033
C 3.549 -0.001 -2.710
H 2.474 -0.560 4.086
H 0.252 -0.172 -1.871
H 0.007 0.767 -4.127
H 1.999 1.018 -5.568
H 4.242 0.504 -4.671
H 4.541 -0.197 -2.329
N -0.786 3.278 -0.461
N 0.606 3.431 -0.750
H -1.386 3.677 -1.184
H -1.020 3.706 0.437
H 1.138 4.061 -0.150
H 0.784 3.648 -1.729
C -3.347 0.170 -1.493
As -2.122 -0.145 -0.040
C -1.696 -2.022 -0.014
C -2.986 0.302 1.618
H -4.204 -0.486 -1.324
H -2.888 -0.086 -2.446
H -3.690 1.202 -1.495
H -2.637 -2.562 0.104
H -1.046 -2.244 0.830
H -1.226 -2.322 -0.949
H -3.885 -0.314 1.683
H -3.268 1.353 1.637
H -2.321 0.077 2.448

---

# 8
8
Properties=species:S:1:pos:R:3 method="wB97M-V/def2-TZVPD" homo_lumo_gap_ha=0.3480 lumo_ev=-0.18 smiles="Cc1nc1=O" spin_multiplicity=1 relative_energy_ev=3.592 total_energy_ev=-6692.900
C 0.968 0.070 0.663
C -0.248 -0.155 -0.195
N -0.848 -1.137 -0.848
C -1.303 0.159 -0.962
O -2.368 1.076 -1.412
H 1.580 -0.824 0.541
H 0.703 -0.173 1.634
H 1.516 0.983 0.581

---

# 9
19
Properties=species:S:1:pos:R:3 method="wB97M-V/def2-TZVPD" homo_lumo_gap_ha=0.4027 lumo_ev=0.96 smiles="[H]/N=C(/OC)[C@H](C)OC" spin_multiplicity=1 relative_energy_ev=1.656 total_energy_ev=-10947.611
H -0.081 -1.540 -1.709
N -0.944 -1.201 -1.300
C -0.771 -0.364 -0.389
O -1.829 0.196 0.327
C -3.105 -0.326 0.004
C 0.472 0.162 0.278
C 0.631 1.664 0.041
O 1.542 -0.598 -0.359
C 2.739 -0.642 0.373
H -3.136 -1.402 0.192
H -3.324 -0.155 -1.053
H -3.824 0.199 0.631
H 0.447 -0.069 1.353
H 1.530 2.034 0.528
H -0.237 2.181 0.441
H 0.702 1.864 -1.026
H 2.569 -1.017 1.391
H 3.217 0.342 0.434
H 3.402 -1.326 -0.156

---

# 10
26
Properties=species:S:1:pos:R:3 method="wB97M-V/def2-TZVPD" homo_lumo_gap_ha=0.3951 lumo_ev=0.87 smiles="CCC(N)=O.CC(C)C" spin_multiplicity=1 relative_energy_ev=2.574 total_energy_ev=-11070.565
C -1.315 2.172 0.721
C -0.533 3.300 0.140
C 0.901 2.931 -0.204
N 1.296 3.256 -1.562
O 1.597 2.442 0.693
H -1.528 2.305 1.774
H -0.919 1.106 0.609
H -2.299 2.243 0.202
H -1.151 3.593 -0.783
H -0.445 4.058 0.793
H 2.165 2.899 -1.887
H 0.691 3.686 -2.103
C -0.254 -2.189 -0.709
C -0.180 -3.185 0.355
C -1.603 -3.542 0.962
C 0.599 -4.381 -0.215
H -0.832 -2.508 -1.602
H 0.777 -1.805 -1.007
H -0.788 -1.233 -0.357
H 0.506 -2.650 1.207
H -2.312 -3.641 0.104
H -1.822 -4.167 1.821
H -1.834 -2.498 1.562
H -0.030 -5.302 -0.161
H 0.751 -4.484 -1.260
H 1.533 -4.567 0.178

---

# 11
42
Properties=species:S:1:pos:R:3 method="wB97M-V/def2-TZVPD" total_charge=+1 homo_lumo_gap_ha=0.2160 lumo_ev=-5.72 spin_multiplicity=1 relative_energy_ev=3.010 total_energy_ev=-35245.583
Pd -0.305 0.563 0.240
N -0.836 -1.637 0.007
C -0.206 -2.380 -1.037
C -0.968 -3.090 -1.950
C -0.347 -3.832 -2.942
C 1.038 -3.862 -3.017
C 1.786 -3.116 -2.123
C 1.169 -2.349 -1.138
C 1.961 -1.391 -0.335
C 3.228 -1.724 0.160
C 4.043 -0.792 0.782
C 3.645 0.530 0.902
C 2.384 0.902 0.448
C 1.621 -0.075 -0.117
H -1.840 -1.773 0.007
H -0.459 -1.807 0.937
H -2.050 -3.080 -1.871
H -0.945 -4.393 -3.648
H 1.532 -4.439 -3.786
H 2.866 -3.092 -2.211
H 3.554 -2.751 0.054
H 5.001 -1.100 1.177
H 4.287 1.272 1.358
H 2.043 1.927 0.541
N -2.829 1.582 5.985
C -2.099 1.033 5.281
N -1.273 0.366 4.502
C -0.838 0.387 3.361
N -0.326 0.283 2.285
C -0.344 3.409 -0.959
Si -1.682 2.475 -0.110
C -2.983 1.865 -1.245
C -2.334 3.320 1.367
H -0.842 4.251 -1.456
H 0.182 2.836 -1.726
H 0.382 3.803 -0.248
H -3.463 2.768 -1.643
H -3.735 1.272 -0.724
H -2.585 1.288 -2.081
H -2.789 4.254 1.016
H -1.546 3.564 2.079
H -3.098 2.733 1.878

---

# 12
19
Properties=species:S:1:pos:R:3 method="wB97M-V/def2-TZVPD" homo_lumo_gap_ha=0.3860 lumo_ev=0.95 spin_multiplicity=1 relative_energy_ev=1.008 total_energy_ev=-8463.345
C 1.786 -0.368 -1.146
C 1.033 0.420 -0.099
O 0.606 1.724 -0.533
C -0.607 1.579 0.220
C -0.415 0.053 0.304
C -0.596 -0.628 1.651
C -1.190 -0.669 -0.793
H 2.748 0.107 -1.362
H 1.984 -1.380 -0.773
H 1.222 -0.442 -2.081
H 1.661 0.520 0.804
H -1.483 1.955 -0.322
H -0.537 2.081 1.197
H -0.089 -0.078 2.453
H -0.183 -1.644 1.627
H -1.657 -0.710 1.913
H -0.831 -1.696 -0.928
H -1.102 -0.145 -1.751
H -2.255 -0.717 -0.532

---

# 13
21
Properties=species:S:1:pos:R:3 method="wB97M-V/def2-TZVPD" homo_lumo_gap_ha=0.3040 lumo_ev=-0.56 spin_multiplicity=1 relative_energy_ev=1.021 total_energy_ev=-30964.029
C 2.022 0.551 1.611
C 3.113 1.158 -1.154
C 1.096 -1.375 -0.623
C -4.612 -0.735 -0.312
Si -2.158 0.808 1.129
Si 1.628 0.441 -0.276
S -3.092 0.109 -0.724
H 3.000 1.047 1.663
H 1.266 1.140 2.047
H 1.991 -0.409 2.150
H 3.067 1.667 -2.052
H 3.490 1.946 -0.507
H 3.890 0.366 -1.310
H 1.834 -2.174 -0.351
H 0.139 -1.528 -0.327
H 0.939 -1.540 -1.723
H -4.622 -1.687 -0.903
H -5.602 -0.063 -0.479
H -4.615 -0.965 0.729
H -3.117 -0.016 1.865
H 0.341 1.258 -0.453

---

# 14
20
Properties=species:S:1:pos:R:3 method="wB97M-V/def2-TZVPD" total_charge=+1 homo_lumo_gap_ha=0.4848 lumo_ev=-2.88 spin_multiplicity=1 relative_energy_ev=1.039 total_energy_ev=-7905.915
C 1.478 -0.521 1.065
C 0.752 0.770 0.641
N -0.116 0.414 -0.663
C 0.851 0.202 -1.807
C -0.341 1.094 1.672
H 2.061 -0.942 0.244
H 0.839 -1.205 1.611
H 2.327 -0.144 1.644
H 1.160 1.699 0.260
H -0.474 -0.506 -0.378
H -0.905 1.053 -0.714
H 1.457 1.085 -1.728
H 1.456 -0.688 -1.674
H 0.391 0.060 -2.778
H -0.036 1.331 2.688
H -1.058 0.264 1.688
H -0.846 2.003 1.298
H -2.702 -2.044 -0.062
H -2.346 -1.842 -1.562
O -2.107 -1.562 -0.670

---

# 15
17
Properties=species:S:1:pos:R:3 method="wB97M-V/def2-TZVPD" total_charge=+2 homo_lumo_gap_ha=0.3233 lumo_ev=-9.37 smiles="NC1=N[NH2+]CC(=[NH2+])N1" spin_multiplicity=1 relative_energy_ev=1.599 total_energy_ev=-10688.396
N 2.371 -0.974 -1.465
C 1.395 -0.357 -0.762
N 1.295 1.012 -0.814
N 0.144 1.716 -0.350
C -0.699 1.073 0.749
C -0.674 -0.383 0.525
N -1.700 -1.071 1.001
N 0.359 -1.016 -0.124
H 3.078 -0.481 -1.903
H 2.506 -2.017 -1.372
H -0.511 1.881 -1.249
H 0.621 2.689 -0.071
H -1.823 1.378 0.728
H -0.222 1.432 1.718
H -2.347 -0.569 1.455
H -1.903 -1.986 0.784
H 0.195 -2.062 -0.313

---

# 16
16
Properties=species:S:1:pos:R:3 method="wB97M-V/def2-TZVPD" total_charge=+1 homo_lumo_gap_ha="0.2945 / 0.2388" lumo_ev="-4.81 / -6.32" spin_multiplicity=6 relative_energy_ev=0.000 total_energy_ev=-62057.217 s_squared=8.7613
Mg 0.671 1.583 0.515
S 3.373 0.813 -0.422
O 2.898 -0.680 0.092
O 2.585 1.894 0.509
O 0.033 0.914 -1.248
C -1.286 0.463 -1.173
C -1.511 -0.767 -0.278
O -0.334 -1.150 0.428
C 0.000 -0.208 1.547
Fe 1.227 -1.058 -0.777
H -1.564 0.153 -2.199
H -1.949 1.270 -0.806
H -1.753 -1.641 -0.903
H -2.321 -0.586 0.444
H 0.808 -0.762 2.057
H -0.877 -0.237 2.214

---

# 17
55
Properties=species:S:1:pos:R:3 method="wB97M-V/def2-TZVPD" homo_lumo_gap_ha=0.2084 lumo_ev=-0.34 spin_multiplicity=1 relative_energy_ev=3.417 total_energy_ev=-29232.857
C -0.486 -3.778 1.097
C -0.303 -3.067 -0.228
C 0.644 -3.827 -1.117
N 0.349 -1.750 -0.005
N 1.679 -1.778 0.036
N 2.020 -0.607 0.615
C 3.483 -0.355 0.742
C 4.032 -0.359 -0.656
C 4.092 -1.401 1.644
C 0.922 0.182 0.902
C 1.059 1.529 1.618
C -0.286 2.115 2.066
C 1.780 2.567 0.741
C 1.820 1.262 2.919
C -0.163 -0.588 0.550
C -1.610 -0.420 0.776
H -0.841 -4.802 0.925
H 0.500 -3.823 1.584
H -1.195 -3.251 1.744
H -1.253 -2.836 -0.717
H 0.227 -4.806 -1.377
H 0.863 -3.283 -2.039
H 1.580 -3.962 -0.567
H 3.592 0.631 1.179
H 5.120 -0.305 -0.636
H 3.701 -1.272 -1.153
H 3.638 0.497 -1.210
H 5.178 -1.411 1.521
H 3.865 -1.215 2.696
H 3.695 -2.385 1.386
H -0.828 1.389 2.692
H -0.078 2.984 2.712
H -0.910 2.460 1.229
H 2.779 2.229 0.430
H 1.187 2.795 -0.155
H 1.897 3.494 1.324
H 2.818 0.846 2.760
H 1.922 2.210 3.458
H 1.239 0.559 3.529
H -1.744 0.461 1.426
H -2.021 -1.279 1.362
C -4.909 2.782 -3.823
C -3.690 3.393 -3.467
C -2.811 2.763 -2.589
C -3.098 1.462 -2.027
N -2.217 0.848 -1.187
C -2.464 -0.248 -0.453
O -3.317 -1.151 -0.688
C -4.382 0.927 -2.352
C -5.256 1.560 -3.229
H -5.578 3.260 -4.548
H -3.442 4.376 -3.875
H -1.901 3.267 -2.254
H -4.680 0.009 -1.856
H -6.219 1.104 -3.452

---

# 18
13
Properties=species:S:1:pos:R:3 method="wB97M-V/def2-TZVPD" homo_lumo_gap_ha="0.3235 / 0.3236" lumo_ev="0.70 / 0.70" spin_multiplicity=1 relative_energy_ev=4.255 total_energy_ev=-6784.257
C 0.291 1.217 0.080
C 1.205 0.042 -0.244
C 0.502 -1.270 -0.137
C -0.857 -0.877 -0.184
C -1.045 0.498 0.263
N 0.766 -0.642 -1.437
H 0.304 1.901 -0.782
H 0.506 1.800 0.978
H 2.253 0.068 0.070
H 0.879 -2.239 0.151
H -1.102 -0.009 1.283
H -1.733 -1.533 -0.100
H -1.970 1.045 0.058